A single C13H23N5 molecule at a distorted geometry, computed with wB97M-V/def2-TZVPD.

## Properties
LUMO = 0.52 eV
Electronic energy = -21304.51313 eV
HOMO level = -8.743 eV
Relative energy (zero: lowest compared OMol25 entry of this formula, charge and spin) = 0.0 kcal/mol
SMILES string = C1CCC(Nc2nnnn2C2CCCCC2)CC1
Gap between HOMO and LUMO = 9.259 eV

Each line ends with the Mulliken charge.
Positions of all 41 atoms, in Å:
C -4.169 -2.771 -0.611  -0.55
C -4.288 -1.355 -1.165  -0.79
C -2.942 -0.642 -1.092  -0.68
H -3.032 0.376 -1.481  0.30
H -2.209 -1.179 -1.696  0.38
C -2.438 -0.605 0.353  -0.35
N -1.161 0.092 0.476  -0.05
C -0.073 -0.329 -0.207  0.28
N 0.122 -1.495 -0.797  -0.08
N 1.365 -1.471 -1.263  -1.08
N 1.946 -0.383 -1.007  -0.21
N 1.073 0.401 -0.338  0.90
C 1.412 1.702 0.183  -0.10
C 2.432 2.393 -0.734  -1.06
C 3.855 2.105 -0.273  -0.72
C 4.115 2.730 1.104  -0.61
C 2.844 2.744 1.962  -0.80
C 1.954 1.557 1.615  -0.65
H 2.540 0.638 1.681  0.37
H 1.124 1.473 2.319  0.40
H 3.108 2.711 3.020  0.41
H 2.284 3.666 1.794  0.33
H 4.477 3.753 0.987  0.29
H 4.897 2.162 1.610  0.34
H 3.992 1.025 -0.240  0.33
H 4.564 2.503 -1.000  0.42
H 2.293 2.034 -1.755  0.49
H 2.254 3.470 -0.725  0.43
H 0.484 2.292 0.196  0.13
H -1.226 1.094 0.587  0.28
C -2.319 -2.025 0.905  -0.70
C -3.666 -2.735 0.829  -0.81
H -4.393 -2.211 1.455  0.36
H -3.564 -3.751 1.213  0.35
H -1.968 -1.982 1.938  0.33
H -1.578 -2.562 0.313  0.34
H -3.146 -0.039 0.971  0.44
H -5.028 -0.797 -0.584  0.37
H -4.631 -1.386 -2.201  0.35
H -5.138 -3.271 -0.656  0.30
H -3.465 -3.338 -1.222  0.35


2 unconnected molecules or ions with the total composition C2H2O3 at a distorted geometry, computed with wB97M-V/def2-TZVPD.

## Properties
LUMO = 0.45 eV
Electronic energy = -8242.15142 eV
HOMO level = -9.236 eV
Relative energy (zero: lowest compared OMol25 entry of this formula, charge and spin) = 148.6 kcal/mol
Gap between HOMO and LUMO = 9.684 eV

Each line ends with the Mulliken charge.
Positions of all 7 atoms, in Å:
C 1.270 0.022 -0.459  0.07
C -0.701 -0.085 0.443  0.10
O 2.112 0.272 0.273  -0.30
O -1.540 0.919 0.123  -0.25
O -1.712 -0.448 -0.337  -0.26
H 1.403 -0.320 -1.484  0.33
H -0.833 -0.360 1.441  0.31


Question: The highest gap between HOMO and LUMO belongs to which entry?
Answer: C2H2O3


What did the second record say?
2 unconnected molecules or ions with the total composition C2H2O3 at a distorted geometry, computed with wB97M-V/def2-TZVPD.

## Properties
LUMO = 0.45 eV
Electronic energy = -8242.15142 eV
HOMO level = -9.236 eV
Relative energy (zero: lowest compared OMol25 entry of this formula, charge and spin) = 148.6 kcal/mol
Gap between HOMO and LUMO = 9.684 eV

Each line ends with the Mulliken charge.
Positions of all 7 atoms, in Å:
C 1.270 0.022 -0.459  0.07
C -0.701 -0.085 0.443  0.10
O 2.112 0.272 0.273  -0.30
O -1.540 0.919 0.123  -0.25
O -1.712 -0.448 -0.337  -0.26
H 1.403 -0.320 -1.484  0.33
H -0.833 -0.360 1.441  0.31